Record 1
Below is a structure of composition C36H60N11PSW in a non-equilibrium geometry, with properties calculated with ωB97M-V/def2-TZVPD.

```
! wB97M-V def2-TZVPD RIJCOSX def2/J DEFGRID3
* xyz 2 3
W -0.76853 0.97736 -0.06020
C -2.81008 4.15970 3.43340
N -2.60285 2.96518 2.65073
C -3.83007 2.37189 2.15536
C -1.36294 2.39011 2.60662
N -1.21803 1.07961 2.08789
C -1.71428 -0.04210 2.81198
C -1.86501 0.07388 4.19178
C -2.07288 -1.13602 4.97639
C -2.31921 -2.31070 4.30786
C -2.27807 -2.38676 2.89957
C -2.53262 -3.60279 2.29302
C -2.56788 -3.73283 0.93482
C -2.34175 -2.65142 0.13777
C -2.32570 -1.32982 0.68123
N -2.45846 -0.23590 -0.23372
C -3.61234 0.01391 -0.83550
N -4.76583 -0.62608 -0.47597
C -5.17964 -0.89826 0.92279
C -5.61053 -1.27189 -1.50053
N -3.72100 0.94440 -1.79589
C -4.82429 1.96851 -1.75988
C -2.51599 1.26993 -2.58127
C -2.09550 -1.23519 2.05861
N -0.24702 3.06617 2.90132
C -0.00275 4.43753 2.57302
C 0.88548 2.45450 3.54729
H -3.82863 4.24955 3.84495
H -2.62332 5.11370 2.86990
H -2.09947 4.29596 4.24704
H -4.32288 1.70558 2.93829
H -3.62094 1.77308 1.30137
H -4.48066 3.20219 1.84649
H -1.70632 1.03250 4.62279
H -2.16452 -1.08197 6.05505
H -2.52934 -3.23000 4.88285
H -2.82387 -4.40700 2.94318
H -2.68462 -4.68368 0.40592
H -2.25537 -2.83133 -0.93546
H -4.55389 -0.26133 1.61282
H -5.13265 -1.95489 1.18042
H -6.22560 -0.51808 1.04308
H -5.11778 -1.07311 -2.50316
H -6.64212 -0.82719 -1.54720
H -5.71115 -2.35819 -1.35255
H -4.95639 2.32059 -2.81669
H -4.66811 2.72801 -0.95059
H -5.77004 1.40561 -1.50671
H -2.42026 0.57586 -3.43740
H -1.64030 1.17482 -1.87925
H -2.65660 2.27660 -3.02434
H -0.50160 4.70002 1.58944
H 1.08726 4.67597 2.49351
H -0.45299 5.08203 3.32346
H 0.72371 1.47599 3.94755
H 1.17526 3.12010 4.40061
H 1.73333 2.40670 2.82648
S -1.06616 5.31240 -1.90230
C -0.78537 3.89769 -1.29441
N -0.58098 2.80999 -0.69526
N 0.63779 0.03491 -0.50598
P 1.96370 -0.67094 -1.24315
N 2.20494 -2.28223 -0.86008
C 3.33768 -3.03724 -1.59795
C 4.19105 -3.86124 -0.64110
C 3.30179 -4.74497 0.26520
C 2.13345 -4.04170 0.84589
C 1.35054 -3.23150 -0.15342
N 1.97771 -0.48919 -2.84891
C 1.93641 0.91204 -3.39087
C 2.83131 1.02610 -4.68527
C 3.31863 -0.32319 -5.26440
C 2.35612 -1.49655 -5.07797
C 1.37194 -1.35987 -3.88132
N 3.20757 0.33217 -0.55951
C 3.10439 0.45489 0.89225
C 4.48976 0.49960 1.45555
C 5.27320 1.67569 0.85443
C 5.08876 1.81813 -0.68438
C 4.52177 0.53247 -1.26677
H 3.87735 -2.27556 -2.04127
H 2.86848 -3.63808 -2.38264
H 4.77863 -3.20084 0.04828
H 4.96771 -4.40404 -1.16075
H 3.80617 -5.29236 1.06215
H 2.89579 -5.52298 -0.35379
H 2.46510 -3.37048 1.65780
H 1.50280 -4.77290 1.30057
H 0.59183 -2.60111 0.32778
H 0.84201 -3.93834 -0.83715
H 2.16012 1.61874 -2.58713
H 0.92311 1.11288 -3.64394
H 3.66584 1.68245 -4.40851
H 2.24115 1.57821 -5.44708
H 4.34165 -0.49380 -4.88447
H 3.46954 -0.08802 -6.30333
H 2.96252 -2.43605 -5.01496
H 1.69335 -1.62272 -5.94855
H 1.04653 -2.34424 -3.44329
H 0.50876 -0.82920 -4.27868
H 2.54402 -0.35180 1.36648
H 2.51853 1.38965 1.08324
H 4.93887 -0.53042 1.23477
H 4.52662 0.67638 2.57051
H 6.32083 1.49797 1.06067
H 4.97161 2.59324 1.36186
H 6.07808 2.07191 -1.14673
H 4.42576 2.66388 -0.84743
H 5.22341 -0.28118 -1.08869
H 4.30550 0.54032 -2.36643
*
```

Summary:
Energy above the lowest of the compared OMol25 structures with the same formula, charge and spin ... 72.3 kJ/mol
HOMO (spin up / spin down) ... -0.4247 / -0.4539 hartree
Total energy ... -2816.19974 a.u.
Frontier orbital gap (spin up / spin down) ... 0.235 / 0.259 Ha
<S²> ... 2.021

Record 2
Below is a structure of composition C27H23BrCl5N3Na, with properties calculated with ωB97M-V/def2-TZVPD.

```
! wB97M-V def2-TZVPD RIJCOSX def2/J DEFGRID3
* xyz -1 1
Na 0.52938 -0.69700 0.02668
C -1.70613 4.87895 -2.60200
C -1.56718 4.22611 -1.25055
C -2.30147 4.63614 -0.14448
C -2.15343 3.99868 1.07790
C -1.25500 2.94649 1.11683
Br -0.97025 1.96144 2.72385
N -0.55420 2.52615 0.09899
C -0.69573 3.15862 -1.06665
H -2.33440 5.76838 -2.54550
H -2.15678 4.19540 -3.32388
H -0.73410 5.17333 -3.00073
H -2.99422 5.46635 -0.23484
H -2.70521 4.30258 1.95636
H -0.07923 2.78098 -1.87972
C -0.47337 -4.24915 -2.47434
C -0.70697 -3.07231 -3.42751
C -2.01066 -2.36565 -3.11207
C -3.19811 -2.93790 -3.57035
C -4.43598 -2.44305 -3.19782
C -4.49546 -1.35914 -2.33182
C -3.33863 -0.75616 -1.85354
C -3.44220 0.38093 -0.86524
C -3.44739 -0.12672 0.58056
C -2.08788 -1.24586 -2.26771
N -0.91899 -0.60897 -1.77651
C -0.13292 -0.07410 -2.64812
C 1.10636 0.59427 -2.38094
C 1.93530 1.15358 -3.37045
C 3.02385 1.70124 -2.69474
C 2.78860 1.43221 -1.32801
N 1.63978 0.78053 -1.12335
H 0.46010 -4.76541 -2.71088
H -1.29648 -4.96660 -2.53224
H -0.40199 -3.89503 -1.44396
H -0.74559 -3.43434 -4.45819
H 0.14792 -2.40456 -3.36092
H -3.13444 -3.80422 -4.22219
H -5.34453 -2.89952 -3.57107
H -5.45718 -0.96369 -2.01879
H -4.36356 0.93541 -1.06101
H -2.60991 1.06927 -1.00093
H -4.29754 -0.79261 0.75148
H -3.50270 0.69576 1.29722
H -2.54117 -0.69803 0.79685
H -0.41778 -0.09873 -3.70687
H 1.75276 1.13732 -4.43710
H 3.87926 2.20671 -3.11830
H 3.42203 1.70563 -0.49252
Cl 2.90517 -2.83904 -2.27778
C 2.44170 -3.55008 -0.71727
C 1.64251 -2.80770 0.12494
C 1.33264 -3.42238 1.31152
Cl 0.29576 -2.49937 2.46100
C 1.74944 -4.69552 1.69136
Cl 1.30150 -5.38969 3.21742
C 2.54276 -5.41270 0.79981
Cl 3.09082 -7.00525 1.20411
C 2.89578 -4.83345 -0.42280
Cl 3.87890 -5.72882 -1.53815
*
```

Summary:
Energy above the lowest of the compared OMol25 structures with the same formula, charge and spin ... 52.2 kJ/mol
HOMO ... -0.1666 hartree
Total energy ... -6244.32829 a.u.
Frontier orbital gap ... 0.244 Ha

Record 3
Below is a cluster of 2 separate species, C4H7NO2 in total in a non-equilibrium geometry, with properties calculated with ωB97M-V/def2-TZVPD.

```
! wB97M-V def2-TZVPD RIJCOSX def2/J DEFGRID3
* xyz 0 1
C 0.19813 -0.14574 -1.65840
C -0.05705 0.51442 -0.32711
N -1.42306 0.63683 0.05313
O 0.75103 1.67655 -0.15483
C 0.98833 0.56842 0.69709
C -0.59639 -1.52936 2.28226
O 0.38703 -2.04662 2.51082
H 1.22988 -0.49761 -1.73128
H -0.47405 -0.99216 -1.82596
H 0.03465 0.60722 -2.43402
H -2.03502 0.23583 -0.64350
H 1.93371 0.04157 0.54931
H 0.68798 0.72073 1.73356
H -1.62518 0.20994 0.94893
*
```

Summary:
Energy above the lowest of the compared OMol25 structures with the same formula, charge and spin ... 212.2 kJ/mol
HOMO ... -0.3496 hartree
Total energy ... -361.80003 a.u.
Frontier orbital gap ... 0.382 Ha

Record 4
Below is a structure of composition C8H24FHfO8 in a non-equilibrium geometry, with properties calculated with ωB97M-V/def2-TZVPD.

```
! wB97M-V def2-TZVPD RIJCOSX def2/J DEFGRID3
* xyz 3 1
Hf 1.48572 4.49707 1.62500
F -0.15520 1.36167 0.81279
C -2.37452 -1.46551 -3.86706
C -2.73815 -1.58743 -5.36042
O -4.05980 -1.26696 -5.52079
O -2.45266 -0.12798 -3.52399
H -1.45056 -1.80627 -3.39986
H -3.01142 -2.06303 -3.21482
H -2.68883 -2.64730 -5.61009
H -2.17965 -1.00370 -6.09216
H -4.29844 -0.48593 -5.01618
H -2.31163 -0.06263 -2.57666
C 0.10525 -4.23464 2.32462
C -0.47259 -5.65328 2.29222
O -0.97523 -6.07734 3.55031
O -0.89967 -3.24919 2.15859
H 0.80934 -3.92910 1.55068
H 0.59812 -4.09311 3.28647
H 0.24392 -6.40141 1.95307
H -1.22067 -5.54079 1.50747
H -0.28039 -6.26183 4.18652
H -0.47746 -2.45457 1.82406
C 4.38652 1.05504 -2.29974
C 5.80047 1.30038 -2.83884
O 5.83725 2.27756 -3.90297
O 3.75983 2.32208 -2.12390
H 4.45230 0.55395 -1.33398
H 3.74982 0.45808 -2.95270
H 6.26738 0.33575 -3.03783
H 6.44115 1.72649 -2.06681
H 5.79347 1.77886 -4.72211
H 3.47932 2.63562 -2.98681
C -1.84693 3.60113 5.14993
C -2.79443 4.34144 4.24595
O -2.31257 4.45522 2.94206
O -0.52752 4.01090 4.87393
H -1.80280 2.52889 4.95904
H -2.17887 3.71469 6.18193
H -2.76689 5.36414 4.62200
H -3.81071 3.94739 4.24552
H -3.00853 4.05027 2.41933
H -0.11382 4.09540 5.73609
*
```

Summary:
Energy above the lowest of the compared OMol25 structures with the same formula, charge and spin ... 357.9 kJ/mol
HOMO ... -0.6171 hartree
Total energy ... -1067.26132 a.u.
Frontier orbital gap ... 0.055 Ha